DFT (ωB97M-V/def2-TZVPD) results for an isolated molecule of C4H4ClFO at a distorted geometry.

Calculated values
* gap between HOMO and LUMO: 9.815 eV
* calculated total energy: -21498.085 eV
* SMILES: C=CO/C=C(\F)Cl

```
! RIJCOSX wB97M-V def2-TZVPD def2/J DEFGRID3
* xyz 0 1
C 0.901 0.226 2.048
C 0.340 0.450 0.867
O 0.948 0.057 -0.291
C 0.186 -0.100 -1.416
C -1.066 -0.527 -1.475
F -1.762 -0.896 -0.382
Cl -1.979 -0.671 -2.915
H 0.414 0.601 2.988
H 1.857 -0.351 2.150
H -0.545 1.084 0.716
H 0.705 0.125 -2.290
*
```

***

DFT (ωB97M-V/def2-TZVPD) results for an isolated molecule of C4H4ClN at a distorted geometry.

Calculated values
* gap between HOMO and LUMO: 8.731 eV
* calculated total energy: -18223.127 eV
* SMILES: C/C(C#N)=C\Cl

```
! RIJCOSX wB97M-V def2-TZVPD def2/J DEFGRID3
* xyz 0 1
C -0.269 0.667 0.061
C -0.240 -0.776 0.112
C -1.366 -1.583 0.088
N -2.246 -2.326 0.024
C 1.046 -1.565 0.070
Cl 2.529 -0.841 -0.127
H 0.456 1.280 -0.414
H -0.421 1.161 1.108
H -1.345 0.892 -0.357
H 0.988 -2.649 0.488
*
```

***

DFT (ωB97M-V/def2-TZVPD) results for an isolated molecule of C4H4ClN3 at a distorted geometry.

Calculated values
* gap between HOMO and LUMO: 10.071 eV
* calculated total energy: -21204.008 eV
* SMILES: [H]/N=C/n1nccc1Cl

```
! RIJCOSX wB97M-V def2-TZVPD def2/J DEFGRID3
* xyz 0 1
H -2.507 -1.970 -1.442
N -1.506 -1.897 -1.035
C -1.429 -0.668 -0.689
N -0.211 -0.249 -0.036
N 0.802 -1.050 0.421
C 1.700 -0.247 0.971
C 1.302 1.150 0.780
C 0.105 1.072 0.150
Cl -0.683 2.291 -0.656
H -2.154 0.123 -0.823
H 2.620 -0.590 1.460
H 1.961 2.035 0.899
*
```

***

DFT (ωB97M-V/def2-TZVPD) results for an isolated molecule of C4H4ClNOS.

Calculated values
* gap between HOMO and LUMO: 9.103 eV
* calculated total energy: -31107.411 eV
* SMILES: CSc1ncc(Cl)o1

```
! RIJCOSX wB97M-V def2-TZVPD def2/J DEFGRID3
* xyz 0 1
C 1.952 -1.412 0.014
S 1.976 0.417 -0.017
C 0.250 0.732 -0.053
N -0.284 1.912 0.000
C -1.657 1.691 0.014
C -1.866 0.362 -0.001
Cl -3.237 -0.657 -0.011
O -0.664 -0.284 -0.046
H 1.462 -1.757 0.915
H 2.993 -1.692 0.057
H 1.477 -1.812 -0.893
H -2.402 2.499 0.022
*
```

***

DFT (ωB97M-V/def2-TZVPD) results for a structure of composition C4H4ClOP at a distorted geometry.

Calculated values
* gap between HOMO and LUMO: 9.026 eV
* calculated total energy: -28068.915 eV

```
! RIJCOSX wB97M-V def2-TZVPD def2/J DEFGRID3
* xyz 0 1
C -1.693 -0.380 0.477
C -0.428 -0.530 1.127
C -1.515 0.447 -0.598
C 0.364 0.206 0.353
O -0.210 0.804 -0.666
P 2.714 0.650 0.082
Cl 3.250 -1.120 -0.698
H -2.602 -0.855 0.749
H -0.081 -1.182 1.861
H -2.141 0.774 -1.358
H 2.341 1.188 -1.329
*
```

***

DFT (ωB97M-V/def2-TZVPD) results for an isolated molecule of C4H4F2 at a distorted geometry.

Calculated values
* gap between HOMO and LUMO: 10.320 eV
* calculated total energy: -9646.149 eV
* SMILES: C=C(F)C(=C)F

```
! RIJCOSX wB97M-V def2-TZVPD def2/J DEFGRID3
* xyz 0 1
C 1.407 1.150 0.028
C 0.781 -0.035 -0.032
F 1.341 -1.224 -0.017
C -0.735 -0.026 0.005
C -1.417 -1.139 0.014
F -1.313 1.154 -0.046
H 0.714 1.993 0.068
H 2.500 1.275 -0.032
H -0.804 -1.995 -0.126
H -2.474 -1.153 0.138
*
```

***

DFT (ωB97M-V/def2-TZVPD) results for a cluster of 2 separate species, C4H4F2 in total at a distorted geometry.

Calculated values
* gap between HOMO and LUMO (spin up / spin down): 6.076 / 8.733 eV
* calculated total energy: -9638.722 eV

```
! RIJCOSX wB97M-V def2-TZVPD def2/J DEFGRID3
* xyz 0 3
C -1.505 -1.203 0.383
C 0.664 0.762 -0.457
C -2.085 -0.163 0.102
C 1.685 0.179 0.124
F -2.518 0.981 -0.221
F 2.590 -0.539 -0.578
H 1.970 -0.128 1.118
H -1.423 -2.078 0.911
H 0.606 0.787 -1.497
H 0.016 1.402 0.115
*
```

***

DFT (ωB97M-V/def2-TZVPD) results for an isolated molecule of C4H4F2N2 at a distorted geometry.

Calculated values
* gap between HOMO and LUMO: 9.881 eV
* calculated total energy: -12624.062 eV
* SMILES: C=N/N=C\C(F)=C/F

```
! RIJCOSX wB97M-V def2-TZVPD def2/J DEFGRID3
* xyz 0 1
C 2.501 0.319 -0.432
N 1.410 -0.420 -0.644
N 1.070 -1.238 0.442
C -0.133 -1.073 0.764
C -1.108 -0.173 0.043
F -2.244 -0.815 -0.622
C -1.155 1.175 -0.040
F -0.127 1.817 0.498
H 2.680 1.113 -1.212
H 3.183 -0.024 0.450
H -0.485 -1.612 1.675
H -2.030 1.633 -0.394
*
```

***

DFT (ωB97M-V/def2-TZVPD) results for a cluster of 2 separate species, C4H4F2O in total at a distorted geometry.

Calculated values
* gap between HOMO and LUMO: 9.771 eV
* calculated total energy: -11691.002 eV
* SMILES: OC=C(F)F.C#C

```
! RIJCOSX wB97M-V def2-TZVPD def2/J DEFGRID3
* xyz 0 1
O -0.161 1.749 -1.310
C -0.867 1.187 -0.249
C -1.669 0.087 -0.229
F -2.135 -0.389 0.888
F -1.937 -0.829 -1.149
H -0.614 1.573 -2.129
H -0.522 1.477 0.708
C 1.859 -1.762 1.130
C 2.100 -0.693 0.577
H 1.805 -2.538 1.717
H 2.140 0.137 0.047
*
```

***

DFT (ωB97M-V/def2-TZVPD) results for an isolated molecule of C4H4FN at a distorted geometry.

Calculated values
* gap between HOMO and LUMO: 11.544 eV
* calculated total energy: -8417.426 eV
* SMILES: N#C[C@H]1C[C@H]1F

```
! RIJCOSX wB97M-V def2-TZVPD def2/J DEFGRID3
* xyz 0 1
N 2.556 0.476 0.275
C 1.573 0.180 -0.279
C 0.278 -0.387 -0.542
C -0.635 -0.536 0.607
C -0.823 0.689 -0.228
F -0.117 1.908 0.187
H 0.110 -1.060 -1.326
H -1.356 -1.344 0.841
H -0.032 -0.761 1.548
H -1.556 0.835 -1.081
*
```

***

DFT (ωB97M-V/def2-TZVPD) results for a cluster of 2 separate species, C4H4FNO in total at a distorted geometry.

Calculated values
* gap between HOMO and LUMO: 7.280 eV
* calculated total energy: -10463.064 eV

```
! RIJCOSX wB97M-V def2-TZVPD def2/J DEFGRID3
* xyz 0 1
C 1.067 -0.397 -0.272
C 0.666 -0.537 1.063
C -0.983 0.510 0.018
C -0.062 0.270 -1.010
H 2.589 0.286 -1.343
H 1.304 -0.772 1.958
H -0.947 0.248 2.173
H -0.020 0.785 -2.089
N -0.585 -0.124 1.168
O 2.175 -0.998 -0.706
F -2.263 1.026 -0.225
*
```

***

DFT (ωB97M-V/def2-TZVPD) results for a structure of composition C4H4FNO at a distorted geometry.

Calculated values
* gap between HOMO and LUMO (spin up / spin down): 7.627 / 7.564 eV
* calculated total energy: -10461.259 eV

```
! RIJCOSX wB97M-V def2-TZVPD def2/J DEFGRID3
* xyz 0 1
C -0.715 1.773 0.482
C 1.041 -1.547 -0.660
C 0.272 0.908 0.636
C 0.382 -0.456 -0.889
N 1.426 0.783 1.210
O 1.946 -0.227 1.682
F -0.366 -0.018 -1.870
H -0.958 2.469 1.268
H -1.360 1.755 -0.377
H 1.096 -2.370 -1.356
H 1.592 -1.654 0.265
*
```

***

DFT (ωB97M-V/def2-TZVPD) results for an isolated molecule of C4H4FNO at a distorted geometry.

Calculated values
* gap between HOMO and LUMO: 10.917 eV
* calculated total energy: -10465.985 eV
* SMILES: FCc1ccno1

```
! RIJCOSX wB97M-V def2-TZVPD def2/J DEFGRID3
* xyz 0 1
F 2.377 0.424 -0.005
C 1.553 -0.723 -0.025
C 0.128 -0.239 -0.006
C -0.448 0.993 -0.020
C -1.818 0.664 -0.009
N -2.027 -0.623 -0.007
O -0.775 -1.191 -0.008
H 1.796 -1.351 0.902
H 1.824 -1.311 -0.861
H 0.039 2.005 0.040
H -2.648 1.354 -0.001
*
```

***

DFT (ωB97M-V/def2-TZVPD) results for a structure of composition C4H4FNO at a distorted geometry.

Calculated values
* gap between HOMO and LUMO (spin up / spin down): 6.994 / 7.405 eV
* calculated total energy: -10459.741 eV

```
! RIJCOSX wB97M-V def2-TZVPD def2/J DEFGRID3
* xyz 0 3
C 1.309 1.514 0.017
C 1.098 0.050 0.065
C 2.392 -0.346 0.012
C -0.299 -0.553 -0.026
N 2.632 1.803 0.057
O 3.287 0.606 0.025
F 3.072 -1.944 -0.120
H 0.435 2.262 -0.157
H -0.854 -0.205 0.782
H -0.902 -0.144 -0.878
H -0.497 -1.614 -0.236
*
```

***

DFT (ωB97M-V/def2-TZVPD) results for an isolated molecule of C4H4FNO2 at a distorted geometry.

Calculated values
* gap between HOMO and LUMO: 9.952 eV
* calculated total energy: -12509.779 eV
* SMILES: C=C=C(F)CON=O

```
! RIJCOSX wB97M-V def2-TZVPD def2/J DEFGRID3
* xyz 0 1
C -1.512 1.333 -0.443
C -0.759 0.677 0.352
C -0.033 -0.151 1.050
F -0.436 -0.684 2.199
C 1.443 -0.354 0.648
O 1.460 -1.248 -0.439
N 1.646 -0.789 -1.686
O 1.352 -1.673 -2.481
H -1.600 2.423 -0.521
H -2.132 0.783 -1.233
H 1.798 0.676 0.501
H 2.098 -0.945 1.376
*
```

***

DFT (ωB97M-V/def2-TZVPD) results for an isolated molecule of C4H4FNOS at a distorted geometry.

Calculated values
* gap between HOMO and LUMO: 8.780 eV
* calculated total energy: -21300.931 eV
* SMILES: F/C=C1/NC(=S)CO1

```
! RIJCOSX wB97M-V def2-TZVPD def2/J DEFGRID3
* xyz 0 1
F 1.709 2.498 -1.575
C 0.822 2.192 -0.453
C 0.522 0.929 -0.254
N -0.549 0.396 0.457
C -0.591 -0.939 0.480
S -1.960 -1.777 1.040
C 0.733 -1.392 -0.012
O 1.223 -0.192 -0.635
H 0.229 2.995 0.019
H -1.450 0.815 0.667
H 0.931 -2.192 -0.794
H 1.419 -1.647 0.953
*
```

***

DFT (ωB97M-V/def2-TZVPD) results for an isolated molecule of C4H4FNS.

Calculated values
* gap between HOMO and LUMO: 8.730 eV
* calculated total energy: -19254.310 eV
* SMILES: F/C=C1\C=NSC1

```
! RIJCOSX wB97M-V def2-TZVPD def2/J DEFGRID3
* xyz 0 1
F -2.861 0.332 0.004
C -1.906 -0.610 -0.004
C -0.609 -0.276 -0.004
C -0.120 1.109 0.001
N 1.144 1.297 -0.002
S 2.019 -0.157 0.002
C 0.542 -1.247 -0.002
H -2.321 -1.633 0.005
H -0.801 1.980 -0.014
H 0.562 -1.874 0.909
H 0.552 -1.879 -0.908
*
```

***

DFT (ωB97M-V/def2-TZVPD) results for an isolated molecule of C4H4FP at a distorted geometry.

Calculated values
* gap between HOMO and LUMO: 8.612 eV
* calculated total energy: -16215.060 eV
* SMILES: F/P=C/C1C=C1

```
! RIJCOSX wB97M-V def2-TZVPD def2/J DEFGRID3
* xyz 0 1
F 4.236 0.836 0.003
P 3.406 -0.582 0.004
C 1.804 0.047 0.110
C 0.440 -0.579 0.190
C -0.586 -0.014 -0.702
C -1.082 0.083 0.510
H 1.527 1.157 -0.066
H 0.323 -1.596 0.275
H -0.918 0.059 -1.686
H -1.502 0.646 1.289
*
```

***

DFT (ωB97M-V/def2-TZVPD) results for a structure of composition C4H4HgLiO5 at a distorted geometry.

Calculated values
* gap between HOMO and LUMO (spin up / spin down): 5.339 / 4.176 eV
* calculated total energy: -18829.613 eV

```
! RIJCOSX wB97M-V def2-TZVPD def2/J DEFGRID3
* xyz -1 3
O -0.159 -1.748 -0.275
O -0.466 0.211 0.749
C -1.925 1.583 -0.403
C -3.347 1.123 -0.206
O -3.488 -0.243 -0.143
C 0.317 -0.685 0.223
H -1.624 2.533 0.056
H -1.482 1.329 -1.375
H -3.943 1.577 -1.043
H -3.732 1.641 0.708
O 2.155 0.837 0.085
O 2.601 -1.347 0.043
C 1.790 -0.376 0.111
Li -2.007 -1.169 0.301
Hg 4.218 0.139 0.014
*
```